Record 1
The following is a quantum chemistry calculation of C45H50AsCsN2OP2S3SeSi2 as an isolated structure in a non-equilibrium geometry, from the OMol25 dataset.

Calculated values
Energy relative to the best compared isomer or geometry (same formula, charge and spin) (kcal/mol): 6.7
Energy (hartree): -9043.1375
E_HOMO (eV): -0.5

Geometry as ORCA input:
```
! RIJCOSX wB97M-V def2-TZVPD def2/J DEFGRID3
* xyz -2 1
Cs 0.3964 0.3002 -1.2182
C 0.5871 -0.4035 4.4516
N 0.9268 -0.6563 3.0741
P -0.0354 -1.8803 2.2835
C 0.1955 -3.3332 3.3517
C -0.6321 -3.7356 4.4001
C -0.3609 -4.9178 5.0908
C 0.6724 -5.7861 4.7046
C 1.4977 -5.3754 3.6409
C 1.2506 -4.1466 2.9724
C -1.7481 -1.5106 2.5731
C -2.6639 -2.5608 2.4310
C -4.0243 -2.3670 2.6792
C -4.5245 -1.0965 3.0699
C -3.5894 -0.0381 3.2150
C -2.2383 -0.2628 3.0070
P 2.2363 0.2237 2.2334
C 3.5557 -1.0088 2.3335
C 3.8819 -1.8467 3.4830
C 4.8625 -2.8324 3.3710
C 5.6823 -2.8934 2.2766
C 5.3665 -2.0985 1.1323
C 4.3303 -1.1844 1.1891
C 2.9681 1.5823 3.1653
C 4.3197 1.7613 3.4863
C 4.7057 2.7992 4.3537
C 3.7734 3.6515 4.9283
C 2.4256 3.4583 4.6734
C 2.0340 2.4741 3.7372
H -0.1217 -1.1604 4.7361
H 0.1981 0.6270 4.6019
H 1.4564 -0.4139 5.1147
H -1.5425 -3.1989 4.7014
H -1.0543 -5.1686 5.8828
H 0.8485 -6.6972 5.2549
H 2.3400 -6.0011 3.3160
H 1.7732 -3.9878 2.0687
H -2.2818 -3.5077 2.0181
H -4.7033 -3.1879 2.5383
H -5.5808 -0.8979 3.1968
H -3.9048 0.9421 3.5156
H -1.5503 0.5721 3.1562
H 3.3635 -1.7249 4.4422
H 4.9720 -3.4762 4.2370
H 6.4426 -3.6776 2.1363
H 5.9203 -2.2091 0.2057
H 4.1248 -0.5575 0.3241
H 5.0977 1.1110 3.0435
H 5.7732 2.9007 4.5690
H 4.1727 4.4296 5.5246
H 1.6771 4.1197 5.1520
H 1.0012 2.4550 3.2872
Se -1.6592 2.7475 4.8913
C -1.7404 2.9217 3.1230
N -1.7005 2.9053 1.9226
C -1.1212 3.0226 -4.4102
Si 0.4593 4.0244 -4.3478
C 1.5543 3.1456 -5.6145
C 0.2760 5.8152 -4.7882
As 1.3536 3.7373 -2.1829
Si -0.2392 4.6979 -0.7882
C -1.7509 3.5751 -0.7677
C 0.8796 4.5365 0.6544
C -0.7721 6.4629 -1.0011
H -1.2615 2.9448 -5.5199
H -2.0059 3.5846 -4.0084
H -1.0727 1.9972 -4.0532
H 1.0047 3.3364 -6.5311
H 1.5261 2.0623 -5.3722
H 2.5242 3.5522 -5.7524
H 1.1775 6.1518 -5.3662
H 0.1367 6.4920 -3.9270
H -0.6144 5.8541 -5.4253
H -1.9052 2.9101 -1.6490
H -2.6759 4.1481 -0.6686
H -1.7488 3.0272 0.1660
H 1.2946 3.5396 0.7568
H 0.2455 4.7078 1.5637
H 1.7142 5.2720 0.7642
H -1.1259 6.6443 -2.0177
H 0.0161 7.1939 -0.7533
H -1.7029 6.6238 -0.4165
O -1.4398 -1.1351 -2.4788
C -1.8033 -1.9438 -3.5640
C -0.8481 -1.6036 -4.7040
C -1.1674 -1.6655 -6.0355
C -0.1369 -1.1361 -6.8293
C 0.9555 -0.6610 -6.0794
S 0.7999 -1.0669 -4.4206
C -3.2912 -1.6822 -4.0385
C -4.0784 -2.6539 -4.6300
C -5.3462 -2.1803 -5.0813
C -5.5069 -0.8487 -4.8240
S -4.1687 -0.1568 -4.0257
C -1.6758 -3.3827 -3.1404
C -2.1448 -3.9084 -1.9703
C -1.7543 -5.2503 -1.6959
C -0.9954 -5.7600 -2.7135
S -0.7511 -4.6134 -3.9990
H -2.0551 -1.9883 -6.5193
H -0.1529 -1.0506 -7.9495
H 1.8139 -0.1792 -6.5109
H -3.7821 -3.6951 -4.7591
H -6.1115 -2.7662 -5.5697
H -6.3211 -0.1849 -5.1403
H -2.7725 -3.2379 -1.3468
H -2.1085 -5.7892 -0.7999
H -0.4964 -6.7003 -2.7681
*
```

***

Record 2
The following is a quantum chemistry calculation of C45H50BBrIN6O4Sm as an isolated structure in a non-equilibrium geometry, from the OMol25 dataset.

Calculated values
<S²>: 8.785
Energy (hartree): -5928.4676
E_HOMO (spin up / spin down) (eV): -12.3 / -12.3

Geometry as ORCA input:
```
! RIJCOSX wB97M-V def2-TZVPD def2/J DEFGRID3
* xyz 2 6
Sm -0.2698 0.1441 -0.1664
C -1.2177 6.4793 3.5849
C -0.4848 6.3664 2.2465
C -1.2595 7.1670 1.1892
C 0.9453 6.9074 2.4224
C -0.3388 4.9405 1.7786
C 0.3331 4.6577 0.5853
C 0.5692 3.3470 0.2348
N 0.1426 2.2959 0.9493
C -0.5747 2.5467 2.0668
C -0.8033 3.8483 2.5042
C -1.1346 1.3742 2.7875
C -1.8796 1.5212 3.9545
C -2.4520 0.4204 4.5859
C -2.2441 -0.8219 3.9793
C -1.4669 -0.9017 2.8432
N -0.9131 0.1588 2.2418
C -3.2195 0.5216 5.8820
C -2.4429 -0.3067 6.9205
C -4.6360 -0.0379 5.6791
C -3.3326 1.9602 6.3918
H -1.2566 7.5231 3.8848
H -0.6947 5.9339 4.3675
H -2.2412 6.1185 3.5082
H -1.4038 8.1853 1.5382
H -2.2375 6.7198 1.0204
H -0.7341 7.2086 0.2398
H 0.9129 7.9143 2.8253
H 1.4862 6.9348 1.4808
H 1.4977 6.2765 3.1175
H 0.6759 5.4559 -0.0520
H 1.1431 3.1142 -0.6614
H -1.3510 4.0225 3.4129
H -2.0212 2.4978 4.3810
H -2.6781 -1.7149 4.3981
H -1.2577 -1.8688 2.3899
H -2.4137 -1.3604 6.6586
H -2.9150 -0.2119 7.8933
H -1.4197 0.0575 6.9993
H -4.6281 -1.0916 5.4167
H -5.1496 0.5088 4.8902
H -5.2035 0.0745 6.5984
H -2.3514 2.3947 6.5704
H -3.8672 1.9637 7.3379
H -3.8886 2.5844 5.6954
C -0.7270 -3.2550 -0.7968
O 0.1485 -2.3306 -0.1358
C 1.2998 -2.8674 0.4433
C 1.6216 -4.2144 0.4349
C 2.8066 -4.6439 1.0276
Br 3.2542 -6.4845 0.9367
C 3.6451 -3.7522 1.6617
C 3.3254 -2.3929 1.6908
C 2.1635 -1.9472 1.0560
O 1.8608 -0.5792 0.9759
C 4.2839 -1.5170 2.3471
N 5.5561 -1.7838 2.3424
C 6.1630 -0.8152 3.0879
C 7.5040 -0.6673 3.4302
C 7.8293 0.3622 4.2837
C 6.8601 1.2523 4.7577
C 5.5286 1.1404 4.4040
C 5.1874 0.0883 3.5714
N 3.9837 -0.3451 3.0369
H -1.1149 -3.9925 -0.0907
H -0.2103 -3.7576 -1.6172
H -1.5552 -2.6559 -1.1944
H 0.9879 -4.9489 -0.0299
H 4.5588 -4.0766 2.1308
H 2.6539 -0.1207 1.3156
H 8.2388 -1.3532 3.0457
H 8.8532 0.4882 4.5990
H 7.1629 2.0459 5.4226
H 4.7912 1.8388 4.7698
H 3.0881 -0.1032 3.4336
I 4.5081 1.6443 -4.6896
C 2.8187 0.8252 -3.7769
C 1.7375 0.2203 -4.3921
N 0.8808 -0.1268 -3.4216
N 1.3354 0.2182 -2.1999
C 2.5185 0.7939 -2.4118
H 1.5526 0.0303 -5.4300
H -0.0275 -0.5698 -3.5294
H 3.1224 1.1581 -1.6022
C -8.6890 1.4801 -4.2341
C -7.8497 1.8857 -3.0196
C -7.6561 3.4081 -3.0633
C -8.6222 1.4882 -1.7539
C -6.4841 1.2165 -2.9884
C -6.0656 0.3369 -3.9884
C -4.8272 -0.2861 -3.9871
C -3.9917 0.0050 -2.9281
O -2.7209 -0.4288 -2.6513
B -2.3065 0.1726 -1.4488
O -3.3686 0.9847 -1.0073
C -4.3912 0.8790 -1.9158
C -5.6254 1.4930 -1.9246
H -9.6479 1.9910 -4.1891
H -8.8841 0.4104 -4.2390
H -8.2044 1.7688 -5.1637
H -8.6249 3.8952 -3.1279
H -7.0713 3.6881 -3.9368
H -7.1493 3.7749 -2.1749
H -9.6174 1.9219 -1.7845
H -8.1259 1.8384 -0.8531
H -8.7192 0.4060 -1.6979
H -6.7244 0.1223 -4.8107
H -4.5363 -0.9614 -4.7775
H -5.9099 2.1675 -1.1337
*
```

***

Record 3
The following is a quantum chemistry calculation of C45H50N2O6P2S2Ti as an isolated structure in a non-equilibrium geometry, from the OMol25 dataset.

Calculated values
<S²>: 2.033
Energy (hartree): -4634.3828
E_HOMO (spin up / spin down) (eV): 0.4 / -1.9

Geometry as ORCA input:
```
! RIJCOSX wB97M-V def2-TZVPD def2/J DEFGRID3
* xyz -2 3
Ti -0.2373 0.0675 -0.9594
C -4.2626 -1.7716 0.1654
C -3.4661 -2.1338 1.4151
C -3.2027 -3.6387 1.4355
P -1.8000 -1.2373 1.5660
C -1.5343 -1.4520 3.4628
C -0.4589 -0.4605 3.8935
C -2.7307 -1.3189 4.3986
C -2.3622 0.5117 1.5585
C -3.6103 0.9756 1.9512
C -3.9493 2.3082 1.8055
C -3.0757 3.1745 1.1708
C -1.8311 2.7299 0.7739
C -1.4292 1.4120 1.0134
N -0.1045 0.9639 0.8181
C 0.8227 1.5156 1.6517
C 0.4899 2.5319 2.5819
C 1.3971 3.0922 3.4483
C 2.7169 2.6549 3.4629
C 3.0676 1.6321 2.6066
C 2.1719 1.0441 1.7185
P 2.6800 -0.3189 0.6269
C 4.3898 0.3001 -0.0071
C 4.3887 1.8181 -0.1798
C 5.6729 -0.1500 0.6852
C 3.1605 -1.6954 1.8767
C 3.5970 -1.3105 3.2858
C 1.9380 -2.6165 1.9614
H -5.3016 -2.0888 0.2852
H -4.2399 -0.7021 -0.0340
H -3.8480 -2.2682 -0.7091
H -4.0711 -1.8700 2.2891
H -2.6744 -3.9260 0.5288
H -2.5991 -3.9239 2.2969
H -4.1443 -4.1907 1.4692
H -1.1214 -2.4642 3.5698
H -0.8638 0.5497 3.9065
H -0.0872 -0.6962 4.8937
H 0.3790 -0.4718 3.2014
H -3.2313 -0.3679 4.2334
H -3.4443 -2.1293 4.2669
H -2.3899 -1.3431 5.4363
H -4.3436 0.2940 2.3576
H -4.9165 2.6583 2.1421
H -3.3662 4.1968 0.9701
H -1.1600 3.4107 0.2696
H -0.5277 2.8903 2.6210
H 1.0712 3.8732 4.1246
H 3.4438 3.0894 4.1376
H 4.0803 1.2632 2.6317
H 4.3973 -0.1388 -1.0149
H 4.7044 2.3165 0.7341
H 5.0653 2.1118 -0.9836
H 3.3903 2.1707 -0.4296
H 5.7390 0.2420 1.6962
H 5.7465 -1.2330 0.7266
H 6.5323 0.2256 0.1269
H 3.9733 -2.2504 1.3955
H 2.8423 -0.6896 3.7600
H 3.7247 -2.2140 3.8863
H 4.5419 -0.7764 3.2969
H 1.0156 -2.0357 1.9082
H 1.9228 -3.3096 1.1247
H 1.9431 -3.1868 2.8927
O -0.7012 -0.6603 -3.1039
S -1.8839 -1.2733 -2.4980
O -1.9549 -2.7137 -2.6665
O -1.9111 -0.8981 -1.0594
C -3.2732 -0.6345 -3.3633
C -4.0492 -1.4753 -4.1624
C -5.0891 -0.9669 -4.9032
C -5.3677 0.4141 -4.8742
C -4.5974 1.2446 -4.0651
C -3.5448 0.7408 -3.3360
S -2.8887 1.7133 -1.9954
O -3.2152 3.1033 -2.2899
O -3.6698 1.1712 -0.8953
O -1.4313 1.5382 -1.8696
H -3.8132 -2.5275 -4.1552
H -5.7002 -1.6211 -5.5110
H -6.1853 0.8134 -5.4580
H -4.8199 2.2965 -3.9697
C 0.7320 -4.1990 -1.1723
C 1.8134 -4.1407 -2.0385
C 2.3027 -2.9129 -2.4381
C 1.7200 -1.7297 -1.9712
C 0.6640 -1.7661 -1.0205
C 0.1839 -3.0243 -0.6758
C 2.0984 -0.4099 -2.4445
C 3.0144 -0.1895 -3.4728
C 3.2906 1.0845 -3.9278
C 2.6448 2.1816 -3.3184
C 2.8825 3.5106 -3.6972
C 2.2650 4.5650 -3.0499
C 1.4195 4.3098 -1.9810
C 1.1728 3.0068 -1.5787
C 1.7366 1.9112 -2.2488
N 1.4612 0.6435 -1.8247
H 0.3161 -5.1581 -0.8859
H 2.2586 -5.0524 -2.4231
H 3.1356 -2.8813 -3.1306
H -0.6429 -3.0963 0.0253
H 3.5075 -1.0319 -3.9371
H 3.9983 1.2520 -4.7304
H 3.5652 3.7001 -4.5161
H 2.4486 5.5833 -3.3704
H 0.9486 5.1304 -1.4552
H 0.5329 2.8043 -0.7316
*
```

***

Record 4
The following is a quantum chemistry calculation of C45H50N4NiOPS6Si as an isolated structure in a non-equilibrium geometry, from the OMol25 dataset.

Calculated values
<S²>: 2.059
Energy relative to the best compared isomer or geometry (same formula, charge and spin) (kcal/mol): 0.0
Energy (hartree): -6567.3119
E_HOMO (spin up / spin down) (eV): -2.1 / -2.4

Geometry as ORCA input:
```
! RIJCOSX wB97M-V def2-TZVPD def2/J DEFGRID3
* xyz -1 3
Ni 0.0410 -0.4769 -0.1452
C -2.2633 0.0005 -6.5619
C -3.0942 0.9187 -5.6940
C -4.2958 1.4261 -6.1870
C -4.9766 2.5142 -5.5924
C -4.6281 2.8590 -4.3106
C -3.4655 2.3271 -3.7406
C -2.7233 1.3564 -4.3718
N -1.5308 0.8676 -3.7616
C -1.3689 0.4020 -2.5297
N -2.5109 0.0427 -1.8759
C -2.7783 -0.5780 -0.6710
C -1.7732 -0.8061 0.2467
C -2.0880 -1.6336 1.2937
C -3.3496 -2.1966 1.4984
C -4.3514 -1.9108 0.5710
C -4.1085 -1.0717 -0.4883
C -5.1742 -0.8327 -1.5168
N -0.1865 0.3438 -1.9678
C 0.9614 0.7783 -2.7797
C 1.6598 -0.1333 -3.5310
C 2.5758 0.2265 -4.5171
C 2.9205 1.5995 -4.6260
C 2.3002 2.5220 -3.7661
C 1.3091 2.1237 -2.8185
C 0.7378 3.2337 -1.9714
H -1.7121 -0.7565 -5.9882
H -1.5614 0.5880 -7.2004
H -2.9524 -0.5659 -7.1989
H -4.6174 0.9827 -7.1251
H -5.6561 3.1075 -6.2123
H -5.1700 3.6739 -3.8480
H -3.0898 2.7400 -2.8547
H -0.6500 0.9564 -4.3026
H -3.2971 0.1100 -2.5011
H -1.2776 -1.8064 2.0481
H -3.5173 -2.9576 2.2697
H -5.3536 -2.2989 0.7116
H -6.0394 -1.4157 -1.1788
H -4.8806 -1.1874 -2.4913
H -5.4704 0.2061 -1.5999
H 1.3644 -1.1492 -3.4269
H 3.0800 -0.5244 -5.1094
H 3.6757 1.9097 -5.3460
H 2.6620 3.5513 -3.7544
H 0.8771 4.2106 -2.4780
H 1.2470 3.3034 -1.0063
H -0.3420 3.1012 -1.7404
S 0.6957 -4.6796 -2.0056
C 1.5011 -4.4725 -0.4682
C 1.2316 -3.2242 -0.0124
N 0.4073 -2.4371 -0.7598
C 0.0514 -3.1319 -1.8391
H 2.0710 -5.2149 0.0460
H 1.5581 -2.8604 1.0124
H -0.6144 -2.7769 -2.6159
C -1.3139 2.5331 0.9152
P -0.3324 1.1555 1.4685
C 0.9971 2.1141 2.2497
C 2.2935 2.1260 1.6402
C 3.2369 3.0741 1.9517
C 3.0205 4.0192 2.9697
C 1.8065 3.9873 3.5913
C 0.8029 3.0644 3.2467
C -1.3539 0.7681 2.9786
C -2.7502 0.9307 2.9739
C -3.4150 1.0269 4.1724
C -2.8095 0.6853 5.3810
C -1.4592 0.4149 5.4003
C -0.7702 0.3757 4.1647
H -1.9698 2.9274 1.7506
H -1.9634 2.1920 0.0663
H -0.6562 3.3518 0.5211
H 2.4577 1.4408 0.7949
H 4.1380 3.1529 1.3858
H 3.7626 4.7439 3.2619
H 1.6039 4.6822 4.4268
H -0.1410 3.0050 3.7960
H -3.3492 1.0704 2.0896
H -4.4579 1.3027 4.1302
H -3.3340 0.6169 6.3030
H -0.9074 0.1396 6.3038
H 0.2804 0.0945 4.1741
C 4.2042 -2.4596 -0.6501
Si 3.7070 -0.6804 -0.2037
C 4.5888 0.4551 -1.3559
C 4.6493 -0.2891 1.3922
O 2.0993 -0.5238 -0.1602
H 5.3199 -2.4084 -0.7661
H 3.7346 -2.9927 -1.5025
H 4.0331 -3.0775 0.2647
H 5.6544 0.5556 -1.0758
H 4.1620 1.4580 -1.3377
H 4.5573 0.1967 -2.4491
H 5.5963 -0.9750 1.4759
H 3.9848 -0.4514 2.2743
H 5.1085 0.7497 1.3961
C 2.7120 -2.3872 7.2164
S 3.7268 -3.3050 6.0265
C 2.4644 -4.1017 5.2143
C 1.6423 -3.5431 4.2301
S 2.0392 -2.1058 3.4201
S 0.2828 -4.5459 3.7373
C 0.6653 -5.9084 4.7868
S -0.2499 -7.2859 4.7457
S 2.1479 -5.7085 5.6786
H 3.4443 -1.8631 7.8349
H 2.0934 -3.0572 7.8255
H 2.1560 -1.6240 6.6644
*
```